C33H33F11O37PPd as an isolated structure at a distorted geometry, computed with ωB97M-V/def2-TZVPD.

Cartesian coordinates (Å):
Pd  23.4827  -2.7806  18.4801
P  22.3177  -2.0712  20.4545
O  21.6072  -1.6313  21.8245
O  21.6008  -2.1327  19.1089
O  22.8775  -3.5741  20.2975
O  23.5482  -1.3305  20.0383
C  20.3073  -2.8572  15.8844
C  19.4726  -2.1875  14.8339
O  19.0774  -3.1749  13.8798
C  19.9992  -4.1353  13.9983
O  20.0929  -5.0577  13.2347
O  20.7688  -3.9285  15.0916
F  20.1013  -1.2595  14.1284
H  19.7900  -3.3143  16.7280
H  21.0597  -2.1626  16.2578
H  18.5775  -1.7593  15.2850
C  25.6950  -1.0317  22.3938
C  24.7499  -1.8806  23.1842
O  25.0151  -1.4841  24.4777
C  25.7791  -0.3718  24.4613
O  26.0799  0.3437  25.4077
O  26.2674  -0.1004  23.2701
F  25.1681  -3.1865  23.1056
H  25.1215  -0.5370  21.6100
H  26.5320  -1.5140  21.8889
H  23.7279  -1.6843  22.8600
C  27.6815  -5.5915  20.5516
C  27.6662  -4.1341  21.0095
O  26.7649  -3.4627  20.1635
C  26.1352  -4.3789  19.3750
O  25.3015  -4.1073  18.5218
O  26.6185  -5.6715  19.6536
F  28.9136  -3.7523  20.6990
H  27.7580  -6.1941  21.4566
H  28.5857  -5.8909  20.0216
H  27.4580  -4.2178  22.0761
C  19.5040  0.2275  19.8792
C  18.7181  -0.9259  20.4183
O  18.0463  -1.4618  19.2885
C  17.9751  -0.5383  18.3012
O  17.3900  -0.6672  17.2614
O  18.6609  0.5123  18.7641
F  17.8071  -0.4918  21.3148
H  20.4362  -0.1513  19.4602
H  19.5874  0.9964  20.6472
H  19.3633  -1.6339  20.9385
C  23.4997  -3.9289  13.0480
C  24.6684  -4.8312  13.4273
O  24.5150  -4.8448  14.8279
C  23.8368  -3.7660  15.2517
O  23.6640  -3.3846  16.3843
O  23.2820  -3.1037  14.1535
F  25.8128  -4.2629  13.1424
H  22.6173  -4.5676  13.0094
H  23.4669  -3.3945  12.0986
H  24.6460  -5.8408  13.0170
C  19.7699  -4.5192  19.0777
C  19.6813  -4.5608  20.6237
O  19.7561  -5.9425  20.9411
C  19.4691  -6.6268  19.8019
O  19.3472  -7.8395  19.7304
O  19.2084  -5.7676  18.7743
F  18.4823  -4.1306  20.8958
H  20.7873  -4.4536  18.6920
H  19.2639  -3.6039  18.7706
H  20.4510  -3.9609  21.1092
C  21.5330  2.0018  14.2534
C  20.7895  2.1649  15.5966
O  21.1156  1.0197  16.3122
C  22.2918  0.6222  15.8854
O  22.9491  -0.2924  16.3563
O  22.5874  1.2101  14.6510
F  19.5019  2.3098  15.2409
H  21.8384  2.9499  13.8108
H  20.7848  1.4970  13.6422
H  20.9844  3.0392  16.2176
C  20.9614  -7.9861  16.5687
C  22.3397  -8.6433  16.5117
O  22.9987  -7.7291  17.3612
C  22.3990  -6.5492  17.4609
O  22.8540  -5.5044  17.9028
O  21.2306  -6.6669  16.7687
F  22.9342  -8.7220  15.3400
H  20.3022  -8.4292  17.3151
H  20.5509  -8.1700  15.5758
H  22.3249  -9.6720  16.8718
C  27.4428  -1.3084  14.7806
C  26.5722  0.0089  14.7073
O  26.1585  0.0106  16.0617
C  26.1643  -1.1853  16.6319
O  25.4062  -1.5185  17.5940
O  26.8888  -2.0194  15.8789
F  25.5651  -0.2982  13.7992
H  28.4605  -1.0087  15.0309
H  27.3609  -1.8630  13.8458
H  27.0614  0.8893  14.2904
C  23.3594  -6.3717  20.9350
C  23.4176  -5.8016  22.2939
O  24.5071  -6.5169  22.9498
C  24.8731  -7.5255  22.0961
O  25.8654  -8.2626  22.2014
O  24.0259  -7.5640  21.0574
F  22.3141  -6.1179  23.0345
H  23.9780  -5.8144  20.2316
H  22.3254  -6.4438  20.5977
H  23.5620  -4.7314  22.1462
C  22.9823  1.5463  19.2827
C  23.7778  2.0514  20.4566
O  23.7618  3.4483  20.3141
C  23.0702  3.8694  19.2512
O  22.7812  5.0179  18.9247
O  22.6344  2.7475  18.5863
F  25.0656  1.7704  20.5355
H  22.1881  0.8891  19.6368
H  23.5578  0.8921  18.6277
H  23.3018  1.8261  21.4109

Its total charge is -1. Its frontier orbital gap (alpha / beta) is 7.32 / 7.77 eV. As for the spin multiplicity: 3. The calculation puts the LUMO energy (alpha / beta) at 1.6 / 1.6 eV. The expectation value of S² is 2.006. Its highest occupied orbital energy (alpha / beta) is -5.673 / -6.132 eV. The value obtained for the energy above the lowest of the compared OMol25 structures with the same formula, charge and spin is 77.0 kcal/mol. Its max |F| is 6.40 eV/A. The value obtained for the total energy is -5629.16847 hartree.


A 2-piece molecular cluster, C2 overall at a distorted geometry, computed with ωB97M-V/def2-TZVPD.

Cartesian coordinates (Å):
C  -0.6820  -0.5871  0.6269
C  0.6820  0.5871  -0.6269

Its total charge is -1. Its frontier orbital gap (alpha / beta) is 6.67 / 6.27 eV. As for the spin multiplicity: 2. The calculation puts the LUMO energy (alpha / beta) at 5.0 / 5.0 eV. The expectation value of S² is 0.751. Its highest occupied orbital energy (alpha / beta) is -1.641 / -1.310 eV. The value obtained for the energy above the lowest of the compared OMol25 structures with the same formula, charge and spin is 160.5 kcal/mol. Its max |F| is 7.11 eV/A. The value obtained for the total energy is -75.77744 hartree.


An isolated molecule of C8H7N3 at a distorted geometry, computed with ωB97M-V/def2-TZVPD.

Cartesian coordinates (Å):
C  3.1343  -0.2159  -0.0027
C  2.4849  0.9733  -0.1925
C  1.0934  0.9694  -0.1366
C  0.3399  -0.2280  -0.0208
C  -1.0743  -0.2983  0.0225
N  -1.8581  -1.2857  -0.2825
C  -3.1199  -0.9347  -0.2090
C  -3.1894  0.4199  0.1574
N  -1.8498  0.7856  0.1887
N  0.9731  -1.4203  0.1660
C  2.3214  -1.4692  0.1525
H  4.0997  -0.2234  -0.0387
H  2.9611  1.8710  -0.2085
H  0.3747  1.9144  -0.4702
H  -3.8201  -1.6008  -0.3042
H  -4.0803  1.2936  0.3675
H  -1.6103  1.6837  0.5228
H  2.8197  -2.2344  0.2883

As for the SMILES: c1ccc(-c2ncc[nH]2)nc1. Its frontier orbital gap is 8.69 eV. The calculation puts the LUMO energy at 0.5 eV. Its highest occupied orbital energy is -8.203 eV. The value obtained for the energy above the lowest of the compared OMol25 structures with the same formula, charge and spin is 68.9 kcal/mol. Its max |F| is 12.46 eV/A. The value obtained for the total energy is -473.21920 hartree.


A 6-piece molecular cluster, H11O6 overall at a distorted geometry, computed with ωB97M-V/def2-TZVPD.

Cartesian coordinates (Å):
O  -0.0873  0.9558  -0.5504
H  -0.5937  1.5272  -1.1115
O  1.4283  -1.3050  -0.4789
H  1.1306  -1.9449  0.1349
H  0.8864  -0.5178  -0.3386
O  1.6429  2.5937  0.7059
H  0.9383  2.4497  1.4474
H  1.1254  1.8799  0.0895
O  -2.6591  0.1868  -1.6993
H  -2.6842  -0.0241  -0.7425
H  -1.7472  0.4103  -1.6706
O  2.1137  0.3860  3.0569
H  1.2586  0.7509  2.6884
H  2.7688  0.8703  2.5548
O  -2.1691  -2.8884  -1.5053
H  -1.5335  -3.3265  -0.9787
H  -1.8188  -2.0039  -1.6021

Its total charge is -1. Its frontier orbital gap is 8.84 eV. The calculation puts the LUMO energy at 3.7 eV. Its highest occupied orbital energy is -5.145 eV. The value obtained for the energy above the lowest of the compared OMol25 structures with the same formula, charge and spin is 33.1 kcal/mol. Its max |F| is 3.85 eV/A. The value obtained for the total energy is -458.06637 hartree.


C25H45BiClNO2P as an isolated structure at a distorted geometry, computed with ωB97M-V/def2-TZVPD.

Cartesian coordinates (Å):
Bi  0.3552  1.7940  5.6834
Cl  1.6405  -0.0418  4.6052
P  0.0281  0.2739  -0.2710
C  -0.5053  -0.5023  1.3249
H  0.4186  -0.6208  1.9132
H  -1.0401  0.3202  1.8373
C  1.8472  0.5398  -0.2898
C  -0.8294  1.9107  -0.1859
C  2.3906  0.8371  -1.7007
H  1.9666  1.4526  0.3276
C  3.8589  1.2767  -1.6282
H  2.3125  -0.0691  -2.3222
H  1.8015  1.6186  -2.2064
C  4.7457  0.2633  -0.8930
H  4.2309  1.4383  -2.6481
H  3.9050  2.2409  -1.1055
C  4.1533  -0.1941  0.4452
H  4.9008  -0.6133  -1.5359
H  5.7320  0.7076  -0.7192
C  2.6687  -0.5858  0.3639
H  4.7225  -1.0443  0.8399
H  4.2492  0.6248  1.1713
H  2.5574  -1.5088  -0.2278
H  2.3038  -0.8067  1.3755
C  -0.5434  -0.7570  -1.6743
C  -2.3508  1.7689  -0.3720
H  -0.6528  2.2247  0.8615
C  -3.0500  3.1084  -0.0987
H  -2.5751  1.4269  -1.3956
H  -2.7598  1.0062  0.3079
C  -2.4620  4.2745  -0.9027
H  -4.1196  3.0015  -0.3179
H  -2.9604  3.3277  0.9759
C  -0.9312  4.3485  -0.8462
H  -2.7769  4.1800  -1.9501
H  -2.8825  5.2163  -0.5351
C  -0.2487  2.9971  -1.1028
H  -0.5650  5.0752  -1.5820
H  -0.6236  4.7083  0.1458
H  -0.3866  2.7087  -2.1574
H  0.8341  3.1042  -0.9400
C  0.3023  -2.0288  -1.8303
H  -1.5625  -1.0558  -1.3643
C  -0.3804  -2.9851  -2.8117
H  1.3043  -1.7705  -2.2067
H  0.4508  -2.5262  -0.8621
C  -0.6855  -2.3292  -4.1673
H  0.2624  -3.8616  -2.9562
H  -1.3156  -3.3386  -2.3553
C  -1.3353  -0.9446  -4.0568
H  0.2462  -2.2357  -4.7387
H  -1.3368  -2.9915  -4.7468
C  -0.6480  -0.0335  -3.0279
H  -1.3298  -0.4465  -5.0343
H  -2.3853  -1.0638  -3.7583
H  0.3574  0.2352  -3.3891
H  -1.2111  0.9076  -2.9384
C  -0.3325  -3.0058  1.6019
C  -1.2944  -1.7382  1.3914
H  0.0791  -3.4826  0.7130
C  -2.2822  -1.7032  2.5747
H  -1.8648  -1.9009  0.4620
C  -1.5276  -1.7590  3.8960
H  -2.8984  -0.7945  2.5438
H  -2.9489  -2.5712  2.4897
C  -0.8125  -3.0860  4.1003
H  -0.7825  -0.9579  3.9096
H  -2.2047  -1.5523  4.7360
C  0.1421  -3.3955  2.9108
H  -0.2609  -3.0796  5.0469
H  -1.5653  -3.8849  4.1649
H  1.1202  -2.9156  3.1212
H  0.3280  -4.4808  2.8980
O  -1.5638  1.2288  4.3795
N  -1.2149  1.8581  3.2726
O  -0.2092  2.6581  3.4621

Its total charge is -1. Its frontier orbital gap is 3.06 eV. The calculation puts the LUMO energy at 2.1 eV. Its highest occupied orbital energy is -0.938 eV. The value obtained for the energy above the lowest of the compared OMol25 structures with the same formula, charge and spin is 53.8 kcal/mol. Its max |F| is 4.25 eV/A. The value obtained for the total energy is -2200.83527 hartree.


A 3-piece molecular cluster, C5H12O2 overall at a distorted geometry, computed with ωB97M-V/def2-TZVPD.

Cartesian coordinates (Å):
C  -1.5951  0.6887  -1.1897
C  -1.5325  1.3820  -0.0263
C  -0.7891  0.9412  1.1531
C  -0.2828  -0.3027  1.4049
C  0.5039  -0.5978  2.7109
H  -2.1662  1.0917  -2.0841
H  -1.0209  -0.1728  -1.4335
H  -2.0815  2.2882  -0.1018
H  -0.7371  1.7496  1.8759
H  -0.1341  -1.0279  0.6127
H  -0.0763  -1.3147  3.3270
H  0.7797  0.3215  3.1718
H  1.3116  -1.2232  2.3554
O  0.7998  -2.3281  -1.8724
H  0.7633  -2.5078  -2.8223
H  1.3542  -1.5541  -1.7365
O  1.6600  0.4317  -1.8717
H  1.8503  1.1818  -2.4311
H  1.3928  0.9529  -1.0422

As for the SMILES: C=C/C=C/C.O.O. Its frontier orbital gap is 9.07 eV. The calculation puts the LUMO energy at 0.6 eV. Its highest occupied orbital energy is -8.449 eV. The value obtained for the energy above the lowest of the compared OMol25 structures with the same formula, charge and spin is 52.6 kcal/mol. Its max |F| is 3.25 eV/A. The value obtained for the total energy is -348.12102 hartree.


What did the sixth record say?
A 3-piece molecular cluster, C5H12O2 overall at a distorted geometry, computed with ωB97M-V/def2-TZVPD.

Cartesian coordinates (Å):
C  -1.5951  0.6887  -1.1897
C  -1.5325  1.3820  -0.0263
C  -0.7891  0.9412  1.1531
C  -0.2828  -0.3027  1.4049
C  0.5039  -0.5978  2.7109
H  -2.1662  1.0917  -2.0841
H  -1.0209  -0.1728  -1.4335
H  -2.0815  2.2882  -0.1018
H  -0.7371  1.7496  1.8759
H  -0.1341  -1.0279  0.6127
H  -0.0763  -1.3147  3.3270
H  0.7797  0.3215  3.1718
H  1.3116  -1.2232  2.3554
O  0.7998  -2.3281  -1.8724
H  0.7633  -2.5078  -2.8223
H  1.3542  -1.5541  -1.7365
O  1.6600  0.4317  -1.8717
H  1.8503  1.1818  -2.4311
H  1.3928  0.9529  -1.0422

As for the SMILES: C=C/C=C/C.O.O. Its frontier orbital gap is 9.07 eV. The calculation puts the LUMO energy at 0.6 eV. Its highest occupied orbital energy is -8.449 eV. The value obtained for the energy above the lowest of the compared OMol25 structures with the same formula, charge and spin is 52.6 kcal/mol. Its max |F| is 3.25 eV/A. The value obtained for the total energy is -348.12102 hartree.


Among the records above, which one has the highest total energy?
C2